# 1
The following is a DFT calculation (ωB97M-V/def2-TZVPD) of 4 unconnected molecules or ions with the total composition H9O4 at a distorted geometry.

The geometry in XYZ format:
```
13
H9O4 (ωB97M-V/def2-TZVPD)
O -1.03054 0.88777 -2.25489
O 0.20970 -0.25498 -0.11370
O -1.31952 0.91094 1.60190
O 2.08858 -1.67252 0.72520
H -0.58379 1.26015 -3.08555
H 1.11311 -0.86995 0.06118
H -1.23607 1.85682 1.46875
H -0.33776 -0.08299 0.59849
H -1.48236 1.64595 -1.78410
H -2.03779 1.08464 2.26794
H 2.35088 -2.58134 0.68519
H 2.90593 -1.32514 1.10821
H -0.27795 0.04209 -0.98817
```

Output
**Energy above the lowest of the compared OMol25 structures with the same formula, charge and spin**: 53.7 kcal/mol
**DFT total energy**: -305.4713 Ha
**Frontier orbital gap (spin up / spin down)**: 12.55 / 3.73 eV
**E_HOMO (spin up / spin down)**: -20.919 / -20.898 eV
**<S²>**: 0.76
**Spin multiplicity**: 2
**Charge**: +2

Atom-resolved charges from Löwdin, all expressed in e:
1 O 0.24
2 O 0.20
3 O 0.24
4 O 0.07
5 H 0.21
6 H 0.15
7 H 0.13
8 H 0.03
9 H 0.17
10 H 0.19
11 H 0.11
12 H 0.13
13 H 0.15

---

# 2
The following is a DFT calculation (ωB97M-V/def2-TZVPD) of a molecular structure, C24H29N7O5SeV at a distorted geometry.

The geometry in XYZ format:
```
67
C24H29N7O5SeV (ωB97M-V/def2-TZVPD)
Se 2.45489 -2.09546 -2.13233
V 2.18500 0.42169 -0.43414
O -0.37277 2.18791 -2.87402
O 2.50558 -0.31117 1.41284
O 0.41949 0.24297 -0.31165
O 3.67077 -2.22597 1.51770
O 6.05081 1.31777 -1.34530
N -0.04620 -3.43164 -1.63142
N 1.07283 -3.05790 0.19201
N 2.54469 1.46290 -2.25457
N 0.42069 3.15792 -0.93097
N 4.10192 0.50298 -0.42061
N 0.42566 4.13649 1.19218
N -1.56005 3.76608 -0.01434
C -2.55366 1.24926 3.59946
C -0.22476 3.68323 0.09999
C -0.55038 2.77797 -1.83003
C -0.12767 -3.62183 0.58440
C -0.88352 0.09459 -0.11459
C -2.66416 -4.66003 0.69836
C -1.18028 1.35994 3.37813
C -0.84803 -3.85962 -0.57858
C -0.65920 -3.88821 1.83571
C 3.99449 1.54344 -2.56678
C 4.85043 1.12785 -1.37167
C -2.50704 4.13071 1.01356
C -2.12947 -4.38722 -0.55178
C -1.92116 3.18449 -1.28913
C -0.44456 -3.43859 -3.02382
C -0.62438 0.98422 2.17097
C -3.36618 0.74323 2.58819
C 4.74484 -0.21522 0.68436
C 1.11275 -2.92128 -1.14315
C -2.82628 0.36386 1.37253
C -1.43817 0.48277 1.12885
C 3.60004 -1.03496 1.28305
C -1.94136 -4.41175 1.87138
C -1.64425 -0.51113 -1.24343
H 0.43162 -3.22498 -3.62956
H 0.44809 1.02533 2.02913
H -0.09699 -3.68998 2.73739
H -2.39650 -4.62927 2.82779
H -3.36079 4.62523 0.55152
H -1.00842 -0.54446 -2.12599
H 4.22962 0.84844 -3.37367
H -2.97867 1.52720 4.55455
H -3.47546 -0.04625 0.60991
H -1.20445 -2.67774 -3.20805
H -0.53625 1.72395 4.16959
H -0.07060 4.18567 2.06494
H -2.68552 -4.58203 -1.45865
H 1.88877 -2.88170 0.79113
H -2.85517 3.25760 1.56879
H 2.00824 1.04703 -3.01106
H -1.97514 -1.52892 -1.00263
H -2.54109 0.06232 -1.49295
H 5.12924 0.47909 1.43747
H -0.84148 -4.41976 -3.28063
H 1.39642 3.87519 1.25112
H -3.66268 -5.06916 0.76782
H -2.57464 2.31684 -1.18310
H -2.05875 4.84110 1.70614
H -2.39587 3.91401 -1.94886
H -4.43082 0.63599 2.75394
H 2.13887 2.38647 -2.10893
H 5.55722 -0.85029 0.33411
H 4.27979 2.54278 -2.89262
```

Output
**Energy above the lowest of the compared OMol25 structures with the same formula, charge and spin**: 26.1 kcal/mol
**DFT total energy**: -5037.0437 Ha
**Frontier orbital gap (spin up / spin down)**: 6.56 / 7.62 eV
**E_HOMO (spin up / spin down)**: -6.399 / -7.968 eV
**<S²>**: 3.79
**Spin multiplicity**: 4

Atom-resolved charges from Löwdin, all expressed in e:
1 Se 0.71
2 V 0.92
3 O 0.06
4 O -0.17
5 O -0.26
6 O 0.04
7 O 0.06
8 N -0.07
9 N 0.16
10 N -0.04
11 N 0.15
12 N -0.14
13 N 0.20
14 N -0.08
15 C -0.11
16 C -0.42
17 C -0.48
18 C -0.17
19 C -0.33
20 C -0.08
21 C -0.09
22 C -0.18
23 C 0.01
24 C -0.12
25 C -0.54
26 C -0.01
27 C -0.01
28 C -0.03
29 C -0.03
30 C -0.03
31 C -0.11
32 C -0.11
33 C -0.70
34 C -0.04
35 C -0.18
36 C -0.63
37 C -0.08
38 C -0.01
39 H 0.05
40 H 0.10
41 H 0.12
42 H 0.10
43 H 0.10
44 H 0.08
45 H 0.13
46 H 0.10
47 H 0.11
48 H 0.09
49 H 0.10
50 H 0.09
51 H 0.11
52 H 0.13
53 H 0.07
54 H 0.09
55 H 0.08
56 H 0.08
57 H 0.13
58 H 0.10
59 H 0.11
60 H 0.10
61 H 0.12
62 H 0.09
63 H 0.14
64 H 0.10
65 H 0.07
66 H 0.13
67 H 0.12

---

# 3
The following is a DFT calculation (ωB97M-V/def2-TZVPD) of a molecular structure, C12H12ClN3NdO9 at a distorted geometry.

The geometry in XYZ format:
```
38
C12H12ClN3NdO9 (ωB97M-V/def2-TZVPD)
Nd -0.73945 0.85128 -1.44853
Cl -0.35575 3.36300 -0.85381
O -2.67265 -0.55852 -5.03077
O 0.01092 2.92660 -2.24137
O 1.50146 -0.27460 -0.79033
O -0.18981 4.72973 -0.63671
O 3.10113 -1.76316 -1.27563
O 0.21576 0.66189 5.34646
O -1.75483 2.88040 -0.65721
O 0.46519 2.49626 0.02682
O -2.10143 0.47534 -3.10531
N 0.11265 -0.93521 -2.93352
N -0.74240 0.69986 2.74445
N -1.46288 -0.20576 0.57826
C -0.35405 -2.23904 -4.85001
C -1.67692 0.89923 3.87148
C 0.66264 1.06269 3.01164
C -1.09755 0.20331 5.09015
C 1.23528 -1.62719 -2.72409
C 1.09450 0.35461 4.28393
C 1.96012 -1.15706 -1.50481
C -1.95149 -0.37855 -4.08986
C 0.80721 -2.95956 -4.63984
C -1.12632 0.24974 1.59889
C -0.67549 -1.21997 -3.95644
C 1.62808 -2.65626 -3.55124
H 2.53927 -3.20374 -3.35822
H -2.65429 0.49955 3.60804
H 1.27505 0.77882 2.15742
H 3.51895 -1.39248 -0.48159
H -1.76262 1.97164 4.05471
H 2.08570 0.69282 4.58002
H -1.69515 0.43745 5.96878
H 1.12139 -0.73012 4.11749
H -1.09619 -0.88325 4.93813
H 1.08343 -3.75993 -5.31273
H 0.71441 2.14501 3.14091
H -1.02389 -2.43484 -5.67556
```

Output
**Energy above the lowest of the compared OMol25 structures with the same formula, charge and spin**: 0.0 kcal/mol
**DFT total energy**: -2327.1684 Ha
**Frontier orbital gap (spin up / spin down)**: 8.79 / 8.80 eV
**E_HOMO (spin up / spin down)**: -12.964 / -12.964 eV
**<S²>**: 3.75
**Spin multiplicity**: 4
**Charge**: +1

Atom-resolved charges from Löwdin, all expressed in e:
1 Nd 1.93
2 Cl 0.72
3 O 0.14
4 O -0.40
5 O -0.01
6 O -0.18
7 O 0.19
8 O -0.11
9 O -0.40
10 O -0.40
11 O -0.22
12 N 0.03
13 N -0.06
14 N 0.05
15 C 0.06
16 C -0.07
17 C -0.08
18 C -0.17
19 C -0.17
20 C -0.18
21 C -0.43
22 C -0.56
23 C 0.01
24 C -0.25
25 C -0.14
26 C 0.05
27 H 0.13
28 H 0.14
29 H 0.13
30 H 0.16
31 H 0.14
32 H 0.14
33 H 0.14
34 H 0.13
35 H 0.13
36 H 0.13
37 H 0.14
38 H 0.14

---

# 4
The following is a DFT calculation (ωB97M-V/def2-TZVPD) of a molecular structure, C31H68Cl22Nb at a distorted geometry.

The geometry in XYZ format:
```
122
C31H68Cl22Nb (ωB97M-V/def2-TZVPD)
Nb 2.02245 -1.13199 0.08811
Cl 6.01099 9.23577 -6.07151
Cl -0.74944 0.15212 4.84709
Cl 4.66266 3.53925 -4.82580
Cl -7.67794 -2.01703 -3.42447
Cl 2.00732 3.88478 -3.44026
Cl -2.59974 5.71133 -4.27016
Cl -5.91931 0.98790 -3.80050
Cl 8.24171 6.66659 -5.81157
Cl 10.19898 -1.05097 2.45049
Cl -1.99192 -2.90283 5.69840
Cl -4.80401 3.62536 -2.75803
Cl 6.56290 0.86019 7.29655
Cl 3.11027 1.12415 -2.99367
Cl -4.23003 -4.24038 -2.78278
Cl -5.44679 0.27703 5.08682
Cl -6.21574 -4.62413 0.01002
Cl 5.85161 -2.43894 6.86974
Cl -3.37563 -0.64504 -2.23094
Cl 6.85190 -0.72767 3.05769
Cl -4.24222 3.33769 4.23442
Cl -1.08541 2.45451 -3.21426
Cl -9.79192 -0.71930 -1.09697
C 4.69802 1.84663 -2.67037
C -5.86535 -4.94651 -2.69390
C 4.70256 -1.14755 7.29722
C 6.48409 6.59481 -5.52086
C -1.03098 -3.91559 2.16857
C -1.15621 -3.32577 0.73508
C 9.39434 -0.97919 4.03992
C -1.11275 -1.76356 0.67106
C -4.20831 0.91236 -4.31949
C 0.46150 1.77044 -2.63873
C -2.36549 -0.49255 4.48160
C 5.05892 0.16398 6.63727
C -3.81582 6.15911 -3.04885
C -2.90154 -1.37692 5.58502
C 6.52488 -3.39719 0.53797
C -2.49384 -3.84522 0.11204
C -4.01576 5.05323 -2.04139
C 4.04379 -3.73028 0.27975
C 2.55531 -3.30087 0.52512
C 8.03551 -1.63839 4.02390
C 5.71623 7.51578 -6.43850
C -9.31471 -1.37586 -3.70778
C -9.63188 -0.21323 -2.79734
C -6.37355 1.79346 4.97058
C 0.15057 -1.13045 1.38390
C -5.85800 2.68602 3.86656
C 4.74732 3.30548 -3.05774
C 1.40332 2.83462 -2.12973
C 5.10972 -2.80278 0.91173
C -6.73120 -4.26803 -1.65725
C -3.57877 -0.42046 -3.98555
H 0.22192 1.07575 -1.83333
H 4.17759 -4.72806 0.76530
H 3.53116 -1.05819 -0.94003
H 5.44888 1.26527 -3.20231
H 4.88036 1.74254 -1.60006
H -3.45090 7.05563 -2.54813
H -4.74277 6.40839 -3.56219
H -3.67440 1.72678 -3.85413
H -2.30469 -4.72531 -0.52977
H -1.13396 -5.01787 2.07211
H 1.75968 0.63830 -0.28348
H -6.72350 -3.19354 -1.78924
H -4.19645 1.06926 -5.39827
H -5.79966 2.15374 2.91884
H -8.86265 0.55507 -2.85034
H -2.99079 -3.06032 -0.48439
H 5.18421 0.04793 5.56160
H -10.02426 -2.19102 -3.57772
H -7.40956 1.51995 4.77185
H -3.01629 0.36341 4.34576
H 0.90388 1.20535 -3.45648
H 6.53241 -4.49123 0.67765
H 4.29404 -3.89053 -0.78498
H 5.97544 7.34487 -7.48141
H -2.58599 -0.47722 -4.43083
H -1.18954 -1.44795 -0.38290
H 5.68712 3.74610 -2.72462
H 7.33843 -2.90869 1.10921
H -6.30520 -4.81060 -3.68202
H -4.17272 -1.25126 -4.36478
H 6.73119 -3.17759 -0.52964
H -9.35415 -1.05279 -4.74796
H -2.86254 -0.88182 6.55365
H 0.29466 -1.54647 2.40417
H 5.11039 -1.77566 0.52215
H 9.32505 0.06580 4.33565
H 6.17590 5.56464 -5.69101
H -3.18595 -4.18842 0.90407
H -4.65793 5.39625 -1.23030
H -7.75875 -4.62029 -1.74773
H -3.93476 -1.64680 5.38315
H 10.04456 -1.49315 4.74754
H -6.52494 3.53844 3.74031
H 3.71861 -1.47267 6.96109
H -1.87826 -3.59925 2.80717
H -10.58272 0.23293 -3.08749
H 4.26778 0.89181 6.81276
H 2.97006 -0.57330 1.55269
H -0.11408 -0.05637 1.54243
H -0.05353 -3.73170 2.64120
H 6.30555 6.83515 -4.47459
H 3.93000 3.86462 -2.60638
H -2.03300 -1.39537 1.18890
H -0.31369 -3.71663 0.13200
H 1.94120 -3.90824 -0.18713
H 7.63310 -1.68803 5.03294
H 0.92357 3.46733 -1.38543
H -3.06614 4.73533 -1.61366
H -2.30454 -1.02932 3.53454
H 4.64687 7.34476 -6.31915
H -6.33138 2.28970 5.93827
H -5.77685 -6.01484 -2.50380
H 5.06519 -2.77980 2.01607
H 2.27301 2.36451 -1.67169
H 8.08800 -2.65166 3.62722
H 2.19269 -3.59840 1.53438
H 1.04003 -1.52410 -1.39727
H 4.68145 -1.05902 8.38179
```

Output
**DFT total energy**: -11402.9185 Ha
**Frontier orbital gap**: 6.34 eV
**E_HOMO**: -4.755 eV
**Spin multiplicity**: 1
**Charge**: -1

Atom charges from the Löwdin analysis, given in e for atoms 1 to 99:
1 Nb 1.24
2 Cl 0.52
3 Cl 0.55
4 Cl 0.55
5 Cl 0.64
6 Cl 0.58
7 Cl 0.54
8 Cl 0.49
9 Cl 0.53
10 Cl 0.53
11 Cl 0.56
12 Cl 0.58
13 Cl 0.52
14 Cl 0.62
15 Cl 0.59
16 Cl 0.65
17 Cl 0.56
18 Cl 0.56
19 Cl 0.57
20 Cl 0.59
21 Cl 0.55
22 Cl 0.56
23 Cl 0.54
24 C -0.58
25 C -0.66
26 C -0.65
27 C -0.68
28 C -0.10
29 C -0.42
30 C -0.66
31 C -0.31
32 C -0.68
33 C -0.71
34 C -0.69
35 C -0.65
36 C -0.67
37 C -0.71
38 C -0.14
39 C -0.12
40 C -0.64
41 C -0.35
42 C -0.41
43 C -0.66
44 C -0.66
45 C -0.63
46 C -0.66
47 C -0.64
48 C -0.43
49 C -0.66
50 C -0.69
51 C -0.73
52 C -0.35
53 C -0.73
54 C -0.65
55 H 0.02
56 H 0.09
57 H -0.15
58 H 0.07
59 H 0.09
60 H 0.07
61 H 0.06
62 H -0.05
63 H 0.06
64 H 0.08
65 H -0.15
66 H -0.04
67 H 0.08
68 H 0.07
69 H 0.05
70 H 0.01
71 H 0.05
72 H 0.07
73 H 0.07
74 H 0.00
75 H 0.01
76 H 0.06
77 H 0.09
78 H 0.07
79 H 0.07
80 H 0.04
81 H 0.07
82 H 0.03
83 H 0.05
84 H 0.05
85 H 0.07
86 H 0.07
87 H 0.06
88 H 0.01
89 H 0.03
90 H 0.07
91 H 0.01
92 H 0.05
93 H 0.07
94 H 0.07
95 H 0.01
96 H 0.07
97 H 0.07
98 H 0.08
99 H 0.05

---

> Look up the spin multiplicity of the second one.

4

---

> Among the records above, which one has the highest DFT total energy?

H9O4

---

> Among the records above, which one has the lowest spin multiplicity?

C31H68Cl22Nb